Version P
Density functional theory data (ωB97M-V/def2-TZVPD) for one molecule with the formula C6H14N2O2.

**Gap between HOMO and LUMO**: 9.84 eV
**Highest occupied orbital energy**: -9.39 eV
**Structure (SMILES)**: NCCCC[C@H](N)C(=O)O

Geometry as ORCA input:
```
! wB97M-V def2-TZVPD RIJCOSX def2/J DEFGRID3
* xyz 0 1
N 4.29369 -0.48245 -0.72606
C 3.31671 -0.02005 0.21992
C 1.90790 -0.10264 -0.30141
C 1.06622 0.58891 0.76957
C -0.30856 -0.01959 1.10744
C -1.16057 0.35729 -0.11283
N -1.40905 1.83540 -0.23612
C -2.48584 -0.37933 -0.19657
O -3.44008 -0.02671 -0.82246
O -2.53184 -1.69402 0.20455
H 4.28810 -1.52189 -0.70888
H 3.97601 -0.20464 -1.64306
H 3.41006 1.00485 0.38403
H 3.29173 -0.50374 1.21541
H 1.95033 0.48610 -1.25360
H 1.50389 -1.15584 -0.55492
H 0.98711 1.67312 0.48296
H 1.66487 0.56766 1.63254
H -0.63199 0.42079 2.06638
H -0.32402 -0.98347 1.43284
H -0.66049 -0.04498 -1.03053
H -2.19964 1.94991 -0.85219
H -1.78415 2.02115 0.63881
H -1.90407 -1.96137 0.95210
*
```

Version Q
Density functional theory data (ωB97M-V/def2-TZVPD) for a 2-piece molecular cluster, C6H14N2O2 overall.

**Gap between HOMO and LUMO**: 9.93 eV
**Highest occupied orbital energy**: -9.28 eV
**Structure (SMILES)**: CNC(C)=O.CNC(C)=O

Geometry as ORCA input:
```
! wB97M-V def2-TZVPD RIJCOSX def2/J DEFGRID3
* xyz 0 1
C -2.54151 1.83835 -0.77027
N -2.71429 0.42548 -0.42314
C -1.92102 -0.19790 0.49709
C -2.54099 -1.53402 0.87760
O -0.90723 0.32284 0.91454
H -1.47078 2.02786 -0.79650
H -2.96246 1.99930 -1.76397
H -3.12348 2.45483 -0.08028
H -3.46481 -0.03311 -0.90723
H -2.93527 -2.01961 -0.02230
H -3.47545 -1.48169 1.43659
H -1.77554 -2.16516 1.34085
C 2.39515 -1.60602 1.18299
N 2.33136 -0.28190 0.57708
C 2.87391 -0.07791 -0.65880
C 2.53222 1.34539 -1.12643
O 3.38113 -0.90166 -1.38589
H 3.27085 -1.72564 1.82710
H 1.47165 -1.78900 1.72508
H 2.56005 -2.31309 0.37095
H 1.72255 0.44468 0.89808
H 2.73504 1.40509 -2.18634
H 1.51001 1.67937 -0.90050
H 3.04893 2.18351 -0.62630
*
```

Version R
Density functional theory data (ωB97M-V/def2-TZVPD) for a 2-piece molecular cluster, C6H14N2O2 overall.

**Gap between HOMO and LUMO**: 9.65 eV
**Highest occupied orbital energy**: -9.12 eV
**Structure (SMILES)**: CNC(C)=O.CNC(C)=O

Geometry as ORCA input:
```
! wB97M-V def2-TZVPD RIJCOSX def2/J DEFGRID3
* xyz 0 1
C 0.78835 -0.61705 2.57332
N -0.63569 -0.33796 2.41331
C -1.32751 -0.73309 1.30135
C -2.80328 -0.94064 1.58684
O -0.81471 -0.98133 0.23118
H 1.11590 -0.41459 3.58956
H 1.00452 -1.67538 2.40994
H 1.39025 -0.07212 1.84408
H -1.03685 0.14426 3.19660
H -3.36687 -1.22702 0.69757
H -2.85406 -1.68095 2.38070
H -3.38940 -0.04724 1.83203
C 0.19054 -0.69045 -2.98157
N 0.59979 0.20256 -1.93204
C 1.41053 1.24659 -2.17762
C 1.76956 2.04781 -0.93107
O 1.86193 1.59416 -3.25341
H -0.83070 -1.05781 -2.86706
H 0.12086 -0.21781 -3.96544
H 0.87431 -1.53273 -3.10511
H 0.20732 0.07434 -0.99954
H 1.54514 1.62667 0.05289
H 2.84356 2.23749 -1.00231
H 1.33651 3.05230 -0.89421
*
```

Structures ranked by computed energy, the most stable listed first: version R, version Q, version P.

Version P
Density functional theory data (ωB97M-V/def2-TZVPD) for one molecule with the formula C6H14N4O2.

**Gap between HOMO and LUMO**: 9.41 eV
**Highest occupied orbital energy**: -8.93 eV
**Structure (SMILES)**: [H]/N=C(/N)NCCC[C@H](N)C(=O)O

Geometry as ORCA input:
```
! wB97M-V def2-TZVPD RIJCOSX def2/J DEFGRID3
* xyz 0 1
H 1.98100 3.08300 -1.31879
N 2.55142 3.02382 -0.54276
C 2.37755 1.94050 0.13246
N 3.25767 1.48975 1.08616
N 1.32048 1.00081 -0.00570
C 0.22329 1.42211 -0.88200
C -0.92628 0.44764 -0.97943
C -1.26882 -0.13630 0.34221
C -1.85079 -1.53667 0.33327
N -2.01935 -1.65993 1.82539
C -1.10058 -2.67741 -0.34817
O -1.59491 -3.71686 -0.51580
O 0.13173 -2.26109 -0.83909
H 2.90586 0.76237 1.66081
H 4.08446 2.08006 1.27809
H 1.55269 0.05204 -0.21141
H 0.04144 2.46740 -0.65163
H 0.64464 1.40193 -1.86986
H -0.62594 -0.49995 -1.54241
H -1.68621 0.81741 -1.60744
H -1.99591 0.45385 0.77389
H -0.46613 -0.16280 0.97304
H -2.86082 -1.42341 -0.04412
H -2.63964 -2.44438 1.98708
H -2.59908 -0.83750 2.12798
H 0.56222 -3.08639 -1.16177
*
```

Version Q
Density functional theory data (ωB97M-V/def2-TZVPD) for one molecule with the formula C6H14N4O2.

**Gap between HOMO and LUMO**: 9.44 eV
**Highest occupied orbital energy**: -8.82 eV
**Structure (SMILES)**: [H]/N=C(\N)NCCC[C@H](N)C(=O)O

Geometry as ORCA input:
```
! wB97M-V def2-TZVPD RIJCOSX def2/J DEFGRID3
* xyz 0 1
H -3.37211 -0.50564 1.75461
N -2.77627 0.07857 1.18137
C -2.28664 -0.50281 0.19627
N -2.43147 -1.92784 -0.08692
N -1.52018 0.14535 -0.70633
C -1.05530 1.52857 -0.53120
C 0.45219 1.61384 -0.87326
C 1.42236 1.21624 0.25202
C 1.27525 -0.22701 0.79349
N 2.44798 -0.47842 1.66549
C 1.35137 -1.21186 -0.31085
O 0.59079 -2.14538 -0.38305
O 2.35298 -1.03250 -1.25673
H -1.54139 -2.09090 -0.56199
H -3.14836 -2.01919 -0.81802
H -1.30737 -0.29385 -1.58944
H -1.65919 2.21627 -1.18028
H -1.18380 1.91487 0.46620
H 0.73038 2.66415 -1.02830
H 0.56930 0.95455 -1.77479
H 1.29990 1.88991 1.10685
H 2.45064 1.27702 -0.16698
H 0.32149 -0.28424 1.26198
H 2.22320 -1.35498 2.12243
H 2.47858 0.26462 2.40165
H 2.31567 -1.68936 -1.93423
*
```

Structures ranked by computed energy, the most stable listed first: version Q, version P.

Version P
Density functional theory data (ωB97M-V/def2-TZVPD) for a 18-piece molecular cluster, H35O18 overall.

**Gap between HOMO and LUMO**: 9.53 eV
**Highest occupied orbital energy**: -7.25 eV

Geometry as ORCA input:
```
! wB97M-V def2-TZVPD RIJCOSX def2/J DEFGRID3
* xyz -1 1
O 0.87592 1.27957 -3.10424
H 1.20529 0.36897 -3.02736
H -0.63463 2.29098 0.44720
O 1.92311 -3.79079 2.43487
H 2.25613 -3.43229 1.59808
O 2.56449 4.34607 -1.12828
H 2.53451 3.96988 -2.02474
H 2.57156 3.45965 -0.71275
O -1.74960 1.08860 -1.68661
H 3.19575 0.76969 1.33851
H -1.11218 0.49285 -1.23421
O -0.98215 -0.39480 5.99015
H -0.38073 -0.88846 5.48524
H -1.07915 0.53267 5.85671
O 1.16846 5.10183 1.28623
H 1.79571 5.23508 0.57749
H 1.40436 4.20232 1.56263
O 4.66065 -2.59684 -2.46736
H 4.22363 -2.91779 -1.66644
H 5.51291 -2.55299 -1.99465
O -2.85740 -2.86535 -1.88468
H 2.25620 -1.76666 4.12872
H -4.50360 -1.65630 0.30534
O 0.64109 -1.58558 -2.24130
H 0.28241 -1.06019 -1.51203
H 0.13676 -2.40683 -2.19218
O -0.89835 3.19533 -4.13106
H -0.07977 2.70280 -4.27151
H -1.19279 4.05457 -4.09869
O -0.05142 -0.14218 0.02045
H -0.40887 0.09801 2.44796
H 0.80615 -0.43418 0.33843
O -0.58108 -0.55571 3.16056
H -0.92949 -1.36786 2.76702
H -1.16166 1.84733 -1.40526
O -5.21565 -1.95948 0.86545
H 1.00376 -3.96562 2.20083
H -6.02727 -1.47723 0.71646
O 0.29066 2.32811 0.17526
H -3.06385 -2.57420 -0.97949
H 0.19047 1.26200 0.18476
O 3.35665 -0.19477 1.32410
H -0.06693 1.32275 -2.70886
H 2.97886 -0.33124 2.22402
O 2.35277 -0.85153 3.88939
H -2.74679 -2.04040 -2.37937
H 1.63674 -0.39714 3.43935
O -1.11439 -2.57499 0.46819
H -0.57183 -1.76528 0.49466
H -1.01253 -2.98486 -0.39469
O -4.82831 0.30235 -2.67370
H -4.66679 1.23889 -2.87642
H -3.90779 0.04130 -2.93221
*
```

Version Q
Density functional theory data (ωB97M-V/def2-TZVPD) for a 18-piece molecular cluster, H35O18 overall.

**Gap between HOMO and LUMO**: 8.41 eV
**Highest occupied orbital energy**: -6.44 eV

Geometry as ORCA input:
```
! wB97M-V def2-TZVPD RIJCOSX def2/J DEFGRID3
* xyz -1 1
O -0.21648 2.58574 4.19928
H -0.38697 -1.65614 0.37700
H -0.38856 0.14212 3.29466
O -3.27743 4.03132 -0.63911
H -2.99421 -1.51699 1.71563
O -2.76699 1.59255 -0.94449
H -3.00919 0.69798 -0.92170
H -2.64506 1.57760 0.02937
O -2.98285 3.33402 3.49397
H 1.74786 1.65511 -1.99134
H -2.12666 3.33833 4.05708
O 3.09639 -2.40289 1.26713
H 3.42080 -3.21699 0.94750
H -0.25132 1.75195 4.71531
O 1.79248 3.92226 0.10219
H 2.69705 1.24111 -4.29764
H 1.26920 3.75383 -0.66245
O -0.41222 -0.60999 0.29668
H 1.50438 -4.19647 0.97113
H -1.22952 -0.21206 0.68536
O 3.50426 1.86459 -4.42594
H 0.02698 0.29638 -3.66819
H 0.19825 -3.60689 0.44253
O 0.46754 -3.17981 -3.88049
H 0.18617 -2.92774 -4.82341
H 0.32783 -2.41023 -3.38071
O 2.07578 -0.88262 -2.12805
H 2.15303 -1.82450 -2.36586
H -3.06028 3.21727 -0.98530
O 0.79950 -3.45105 1.20844
H -1.73999 -1.55482 -0.65673
H 4.08559 1.28197 -4.74714
O -2.52351 -0.92836 -1.05408
H -3.34915 -1.41401 -1.20953
H -2.82468 3.78813 2.71133
O -2.12881 -1.54885 2.15145
H -4.26812 3.87865 -0.64795
H 1.74444 3.46482 0.95082
O -0.03172 -0.10246 4.17476
H 2.76066 -2.06489 0.39586
H 0.38222 2.23631 3.47699
O 0.77451 1.88971 -2.10948
H 2.48005 -0.38323 -2.81603
H 0.49923 1.07587 -1.52503
O 2.94292 -0.18706 3.25023
H 0.69183 -0.78479 4.24490
H 3.42350 -0.74496 3.80522
O -1.36539 -2.93170 0.01719
H -1.73008 -2.33781 1.62194
H -1.38267 -3.72613 -0.41532
O -0.34996 -0.70210 -3.81830
H -0.94488 -0.54652 -2.96952
H 3.33424 -0.56555 2.47986
*
```

Structures ranked by computed energy, the most stable listed first: version P, version Q.